(1)
8
Properties=species:S:1:pos:R:3:forces:R:3:lowdin_charge:R:1 method="wB97M-V/def2-TZVPD" relative_energy_kj_mol=132.8 e_homo_ev=-10.53 smiles=C#CC#N.N#CI
C 1.185 -0.804 0.203 0.408 0.144 0.260 -0.28
C -0.453 2.138 0.639 0.157 -0.225 1.549 -0.92
C -0.678 -1.698 -1.320 1.028 0.512 0.817 0.18
C 0.198 -1.267 -0.615 -1.203 -0.606 -0.952 -0.12
N 2.015 -0.428 0.900 0.263 0.135 0.227 0.17
N -0.593 2.266 -0.486 -0.130 0.141 -1.186 0.05
I -0.235 1.865 2.615 -0.048 0.110 -0.327 0.89
H -1.439 -2.071 -1.937 -0.474 -0.211 -0.388 0.04

---

(2)
8
Properties=species:S:1:pos:R:3:forces:R:3:lowdin_charge:R:1 method="wB97M-V/def2-TZVPD" relative_energy_kj_mol=363.1 e_homo_ev=-9.66
C -0.717 0.823 0.225 0.999 -0.771 -3.106 -0.10
C 0.137 0.357 -0.676 -0.254 0.428 -0.903 0.00
C 0.732 -1.643 1.831 0.017 -0.277 -0.016 0.09
C 0.802 -0.036 -1.708 0.990 0.808 0.060 -0.18
N -0.115 -0.916 1.487 0.184 0.090 0.150 -0.11
O 1.528 -0.324 -2.588 -1.209 0.003 0.965 0.15
O -0.934 0.098 1.317 -1.105 -0.099 2.429 0.00
H -1.433 1.642 0.111 0.378 -0.182 0.421 0.14

---

(3)
11
Properties=species:S:1:pos:R:3:forces:R:3:lowdin_charge:R:1 method="wB97M-V/def2-TZVPD" e_homo_ev=-6.01 total_charge=-1
Li -0.497 0.076 -0.448 -0.036 0.047 -0.029 0.60
N -2.725 1.621 5.218 -0.007 -0.095 -0.104 0.05
C -2.630 0.970 4.261 0.247 0.453 0.038 -0.44
N -2.585 0.174 3.235 -0.489 -0.760 0.031 0.05
C -2.012 0.182 2.110 0.335 0.426 -0.134 -0.43
N -1.523 0.101 1.046 -0.307 -0.023 0.511 -0.03
N 0.573 0.174 -1.912 0.414 -0.102 -0.425 -0.03
C 1.430 -0.108 -2.663 -0.029 -0.213 0.438 -0.43
N 2.298 -0.344 -3.553 -0.203 0.467 -0.657 0.05
C 3.358 -1.099 -3.588 0.181 -0.284 0.341 -0.44
N 4.315 -1.746 -3.706 -0.106 0.084 -0.009 0.05